(1)
107
Properties=species:S:1:pos:R:3:lowdin_charge:R:1 method="wB97M-V/def2-TZVPD" total_charge=-1 e_homo_ev=-7.689 relative_energy_ev=5.763 e_tot_ev=-66188.3819
B 0.5672 0.5294 0.1783 -1.424
F -0.2441 1.2368 -0.6332 0.142
F 0.0175 0.2319 1.4131 0.100
F 0.9626 -0.6561 -0.4194 0.091
F 1.7178 1.2874 0.2734 0.093
C 3.5861 -5.7321 -9.9854 -0.064
C 3.0890 -6.4573 -8.6477 -0.376
C 3.2853 -5.5111 -7.4523 -0.208
O 2.8458 -6.2434 -6.2865 -0.206
C 2.9092 -5.5287 -4.9878 -0.068
N 1.6393 -6.8361 -8.7729 0.028
H 3.3942 -4.6885 -10.2347 0.066
H 3.3230 -6.1961 -10.9360 0.060
H 4.6730 -5.7249 -9.9031 0.061
H 3.6812 -7.3588 -8.4905 0.125
H 2.7007 -4.5927 -7.5056 0.122
H 4.2967 -5.1072 -7.4068 0.118
H 3.8929 -5.3087 -4.5730 0.074
H 2.3950 -6.0653 -4.1905 0.079
H 2.4540 -4.5403 -5.0504 0.079
H 1.5702 -7.5113 -9.5208 0.055
H 1.4585 -7.3691 -7.9343 0.054
C -2.4775 0.8726 11.5041 -0.078
C -2.7393 0.8215 10.0106 -0.458
C -2.3121 -0.4836 9.3708 -0.236
O -2.6902 -0.5982 8.0476 -0.159
C -1.7456 -1.2474 7.2290 -0.106
N -4.1194 1.2221 9.8915 0.023
H -2.9225 1.7353 11.9998 0.074
H -1.4014 0.9141 11.6730 0.071
H -2.7167 0.0115 12.1281 0.075
H -2.1996 1.5904 9.4577 0.136
H -2.7668 -1.2241 10.0288 0.127
H -1.2304 -0.5112 9.5021 0.127
H -0.8313 -0.6542 7.2412 0.090
H -2.1622 -1.0895 6.2342 0.087
H -1.5272 -2.3153 7.2241 0.089
H -4.4541 1.1053 8.9457 0.066
H -4.1870 2.2285 9.9437 0.072
C -6.2043 -0.0900 -3.5004 -0.064
C -6.1601 1.4870 -3.7373 -0.415
C -7.6080 2.0003 -3.7979 -0.169
O -8.4267 1.4910 -4.8869 -0.185
C -9.7566 1.7566 -4.8330 -0.178
N -5.4872 2.0089 -2.5784 0.029
H -6.6588 -0.5476 -2.6217 0.074
H -5.1931 -0.4561 -3.6780 0.065
H -6.6921 -0.6143 -4.3221 0.059
H -5.6264 1.5900 -4.6821 0.134
H -7.7030 3.0595 -4.0369 0.116
H -8.0589 1.9314 -2.8080 0.125
H -10.2042 1.0998 -5.5790 0.086
H -9.9847 2.7881 -5.1016 0.086
H -10.3735 1.4267 -3.9972 0.086
H -4.4886 1.8690 -2.6358 0.082
H -5.4650 3.0031 -2.7551 0.069
C 4.2297 -2.6153 4.4218 -0.089
C 4.5432 -1.3610 3.6005 -0.351
O 3.6589 -0.3946 4.0271 -0.070
H 3.2062 -2.9835 4.3511 0.068
H 4.2671 -2.4018 5.4900 0.068
H 4.9312 -3.4178 4.1935 0.064
H 4.5029 -1.4971 2.5198 0.112
H 5.5651 -1.0016 3.7215 0.104
H 2.9654 -0.4062 3.3634 0.092
C 5.9282 0.8294 -5.3999 -0.076
C 5.2924 0.3237 -4.0834 -0.361
O 3.9189 0.3973 -4.0593 -0.065
H 5.7180 0.0879 -6.1706 0.062
H 6.9999 1.0255 -5.3655 0.069
H 5.2722 1.6447 -5.7052 0.068
H 5.5820 0.8862 -3.1958 0.108
H 5.6671 -0.6838 -3.9028 0.098
H 3.4885 0.6830 -3.2501 0.097
C 1.8915 7.0815 -3.2464 -0.074
C 1.3695 5.7005 -3.7424 -0.354
O 0.1076 5.4146 -3.3535 -0.068
H 1.7195 7.9425 -3.8923 0.060
H 2.9364 6.9808 -2.9529 0.061
H 1.4619 7.4136 -2.3013 0.065
H 1.9003 4.8676 -3.2812 0.112
H 1.4063 5.6293 -4.8294 0.105
H 0.1747 4.5904 -2.8659 0.092
C -2.0115 -4.9445 1.7844 -0.775
O -2.5643 -5.7458 2.5391 0.008
N -0.7505 -4.6939 1.7439 0.152
N -2.6234 -4.1968 0.8724 0.153
H -0.3788 -3.7620 1.6278 0.123
H -0.1917 -5.3665 2.2493 0.117
H -2.0760 -3.7309 0.1628 0.111
H -3.6308 -4.1319 0.8416 0.111
C -2.2499 4.0781 3.6692 -0.801
O -2.5597 4.9094 4.5139 0.006
N -1.4856 4.2900 2.6471 0.177
N -2.6394 2.8263 3.8166 0.152
H -1.4027 5.2750 2.4397 0.124
H -1.8145 3.5832 2.0050 0.119
H -2.1908 1.9832 3.4880 0.114
H -3.2176 2.7387 4.6401 0.109
C 6.0213 4.6629 4.1558 -0.792
O 6.8680 5.4941 4.3436 0.031
N 5.7961 3.9542 3.0643 0.163
N 5.2510 4.3185 5.1644 0.150
H 5.3271 3.0681 3.1868 0.106
H 6.4080 4.0334 2.2647 0.116
H 5.2832 4.8443 6.0261 0.120
H 4.4870 3.7382 4.8486 0.105


(2)
106
Properties=species:S:1:pos:R:3:lowdin_charge:R:1 method="wB97M-V/def2-TZVPD" total_charge=-1 e_homo_ev=-7.454 e_tot_ev=-77433.2600
P 1.6963 0.8472 -0.7450 0.158
F 0.7443 1.6569 -1.7613 -0.182
F 0.7023 -0.3733 -0.7490 -0.162
F 2.4551 0.1552 -2.0267 -0.209
F 2.5917 -0.1314 0.2995 -0.229
F 2.7636 2.0793 -0.8316 -0.188
F 0.9618 1.5880 0.5143 -0.188
C -2.6084 8.1487 -5.0335 -0.222
O -3.3442 7.7696 -6.0919 -0.105
H -3.3142 8.4947 -4.2784 0.080
H -2.0197 7.3003 -4.6845 0.087
H -1.9358 8.9336 -5.3793 0.080
H -3.2266 6.8170 -6.0767 0.080
C 5.3482 2.4449 6.1077 -0.192
O 5.8061 1.9395 7.3091 -0.118
H 6.0113 3.2336 5.7521 0.074
H 5.1712 1.6897 5.3419 0.088
H 4.4243 2.9571 6.3763 0.074
H 5.7357 0.9860 7.2231 0.074
C -5.4385 1.3919 3.1009 -0.147
O -6.5333 2.3388 3.0265 -0.134
H -4.9138 1.3513 2.1464 0.079
H -4.7164 1.7907 3.8134 0.072
H -5.7182 0.3770 3.3831 0.071
H -6.9430 2.3107 3.8943 0.060
C -4.4775 -7.8061 0.8369 -0.099
C -3.5696 -6.9054 0.1354 -0.499
C -3.6991 -7.2798 -1.3884 -0.212
O -4.9680 -6.8615 -1.8382 -0.185
C -4.9185 -6.7411 -3.2621 -0.106
N -3.7541 -5.5690 0.5403 0.064
H -4.1846 -8.8560 0.8290 0.083
H -5.4853 -7.7308 0.4283 0.082
H -4.5801 -7.5541 1.8924 0.081
H -2.5564 -7.1978 0.4114 0.137
H -3.4956 -8.3310 -1.5926 0.123
H -2.8989 -6.7494 -1.9044 0.114
H -4.2889 -5.9301 -3.6282 0.089
H -5.9643 -6.6710 -3.5612 0.087
H -4.5561 -7.6381 -3.7643 0.081
H -3.1109 -5.0445 -0.0353 0.083
H -4.6682 -5.3718 0.1586 0.077
C -1.0566 9.3808 4.2732 -0.058
C 0.0341 8.3442 3.9847 -0.460
C 1.0248 8.1033 5.1480 -0.190
O 1.4991 9.3849 5.5538 -0.190
C 2.6815 9.3065 6.3377 -0.111
N -0.6507 7.1231 3.6684 0.019
H -0.3694 10.2179 4.3967 0.065
H -1.5669 9.1771 5.2146 0.083
H -1.7219 9.5608 3.4288 0.076
H 0.6515 8.6731 3.1488 0.131
H 1.8613 7.5724 4.6937 0.120
H 0.5417 7.5213 5.9328 0.129
H 3.4291 10.0809 6.1657 0.080
H 3.1200 8.3097 6.2909 0.082
H 2.5093 9.5110 7.3945 0.076
H -0.0558 6.3234 3.5047 0.075
H -1.3201 7.1808 2.9143 0.073
C -0.6960 -3.0092 7.6779 -0.090
C 0.7056 -2.9165 7.0805 -0.417
C 1.6061 -3.5410 8.2108 -0.207
O 2.8979 -2.9427 8.2112 -0.180
C 3.8858 -3.7023 8.8989 -0.119
N 0.8025 -3.6993 5.8825 0.039
H -0.7986 -2.5285 8.6508 0.075
H -0.9906 -4.0560 7.7518 0.082
H -1.4389 -2.5674 7.0138 0.075
H 0.9225 -1.8563 6.9499 0.141
H 1.6306 -4.6282 8.2853 0.122
H 1.1240 -3.2590 9.1468 0.101
H 4.5054 -3.1157 9.5772 0.079
H 4.5479 -4.3355 8.3084 0.083
H 3.3845 -4.3775 9.5924 0.072
H 1.2989 -3.2239 5.1424 0.079
H -0.1063 -3.8994 5.4899 0.066
C 7.4364 -2.0041 -5.6869 -0.219
C 7.7974 -0.5845 -5.2168 -0.205
O 6.7601 0.4425 -5.5187 -0.069
O 6.5961 -2.6763 -4.7211 -0.099
H 8.3420 -2.6073 -5.7519 0.117
H 6.6909 -1.9794 -6.4818 0.117
H 8.7875 -0.2340 -5.5083 0.111
H 7.9284 -0.7347 -4.1452 0.111
H 6.0141 0.0617 -5.0497 0.065
H 6.0943 -2.0141 -4.2402 0.070
C -3.5619 2.0105 -8.1584 -0.189
C -4.7558 1.1799 -8.6713 -0.262
O -4.9278 0.0343 -7.8798 -0.074
O -3.6967 2.3054 -6.7115 -0.086
H -3.3594 2.9010 -8.7535 0.107
H -2.7141 1.3424 -8.3103 0.110
H -4.5531 0.7756 -9.6630 0.117
H -5.7192 1.6891 -8.6955 0.113
H -5.2643 0.2880 -7.0173 0.083
H -2.8968 2.1134 -6.2167 0.080
C 1.8562 -5.5592 -8.7744 -0.197
C 1.1449 -4.3480 -8.0100 -0.232
O -0.1913 -4.2715 -8.4634 -0.082
O 2.2193 -5.3082 -10.1557 -0.081
H 1.1631 -6.3997 -8.7380 0.105
H 2.7490 -5.8802 -8.2377 0.110
H 1.6523 -3.4259 -8.2937 0.105
H 1.2481 -4.3036 -6.9258 0.111
H -0.6987 -3.5434 -8.0972 0.086
H 1.4428 -5.2424 -10.7163 0.076


(3)
104
Properties=species:S:1:pos:R:3:lowdin_charge:R:1 method="wB97M-V/def2-TZVPD" smiles="NC(N)=O.NC(N)=O.NC(N)=O.NC(N)=O.CC(C)O.CC(C)O.CC(C)O.CC(C)O.CC(C)O.CO.CO" e_homo_ev=-8.676 relative_energy_ev=8.316 e_tot_ev=-57253.4099
N -0.7787 0.5141 -0.7365 0.189
C -0.1357 0.0221 0.2215 -0.618
N 0.9303 -0.6129 -0.0615 0.206
O -0.6657 -0.0019 1.4655 -0.094
H -1.4517 1.2251 -0.4785 0.075
H -0.6157 0.2851 -1.6925 0.063
H 1.4393 -1.0249 0.7675 0.119
H 1.2913 -0.8289 -0.9535 0.065
N -3.3017 -0.0989 1.5175 0.156
C -3.9657 -1.1689 1.9325 -0.574
N -5.1277 -1.4119 1.3855 0.134
O -3.2857 -2.1349 2.7265 -0.164
H -2.3297 0.0111 1.7715 0.040
H -3.6727 0.7621 1.0325 0.126
H -5.5707 -2.2969 1.5935 0.110
H -5.7017 -0.7759 0.7815 0.134
N 0.6553 2.6021 -1.6945 0.193
C 1.9253 2.7711 -1.3195 -0.624
N 2.4513 1.7691 -0.6915 0.141
O 2.6413 3.9101 -1.5235 -0.110
H 0.2033 3.3751 -2.1515 0.080
H 0.0853 1.8141 -1.3935 0.040
H 3.3313 1.9601 -0.1835 0.136
H 1.8813 0.9551 -0.3225 0.078
N -3.3067 4.4401 -3.2115 0.173
C -2.3357 3.6001 -3.3695 -0.642
N -2.6087 2.3761 -3.0285 0.143
O -1.0867 3.9891 -3.7095 -0.067
H -3.1607 5.4341 -3.4625 0.152
H -4.2767 4.1851 -3.0375 0.121
H -1.8927 1.6861 -3.1935 0.054
H -3.5737 1.9971 -2.8355 0.163
C -2.8497 -3.9869 -0.8455 -0.027
C -1.6777 -3.0709 -0.7095 -0.608
C -0.8767 -3.3169 0.5455 -0.031
O -0.8417 -3.2879 -1.6625 -0.022
H -2.6607 -5.0419 -0.6095 0.093
H -3.1557 -3.9579 -1.8755 0.075
H -3.6147 -3.6169 -0.1735 0.073
H -1.9677 -2.0489 -0.7865 0.112
H -1.2587 -2.7279 1.3885 0.059
H 0.1483 -2.9979 0.3305 0.057
H -0.8997 -4.3239 0.9615 0.095
H -0.5387 -4.1789 -1.5925 0.106
C -3.4647 4.4221 0.3675 -0.005
C -2.1397 3.7741 0.0485 -0.647
C -1.0957 3.7641 1.0915 -0.020
O -2.2297 2.5911 -0.3415 -0.048
H -3.3427 5.4581 0.5115 0.072
H -3.9937 4.0221 1.1595 0.059
H -4.0717 4.3341 -0.5605 0.073
H -1.6247 4.3361 -0.7655 0.149
H -1.3047 3.1451 1.9325 0.077
H -0.9687 4.7671 1.5365 0.104
H -0.2097 3.3381 0.5955 0.082
H -2.5387 2.5391 -1.2585 0.061
C 3.7793 1.9861 4.3955 -0.031
C 2.4893 1.1481 4.1835 -0.570
C 1.8843 1.4971 2.7945 -0.025
O 2.6693 -0.0959 4.2015 0.008
H 3.5103 3.0331 4.2445 0.075
H 4.5613 1.7151 3.7175 0.061
H 4.2003 1.9421 5.4295 0.087
H 1.7923 1.5141 4.9635 0.154
H 1.8393 2.5551 2.7095 0.070
H 0.9173 1.0831 2.5965 0.051
H 2.5333 1.1531 2.0065 0.053
H 1.8533 -0.5219 4.4145 0.081
C 3.1573 -3.3319 0.9395 -0.010
C 3.5823 -2.0599 1.6315 -0.617
C 4.2753 -1.0189 0.8325 -0.015
O 2.5243 -1.5749 2.0565 -0.027
H 2.3093 -3.0879 0.3035 0.040
H 2.8053 -4.1849 1.4985 0.085
H 4.0223 -3.6309 0.2955 0.101
H 4.1923 -2.2889 2.4765 0.146
H 4.9273 -1.4819 0.1535 0.070
H 4.8793 -0.3639 1.4035 0.084
H 3.5913 -0.4489 0.2495 0.047
H 2.6793 -0.8169 2.5795 0.046
C 2.5733 -2.2969 -2.2735 -0.031
C 2.2183 -1.2329 -3.2525 -0.581
C 1.2703 -1.7889 -4.3185 -0.011
O 1.6593 -0.2449 -2.7305 -0.031
H 3.1163 -1.9249 -1.4115 0.060
H 3.1953 -3.0149 -2.7265 0.087
H 1.7553 -2.8259 -1.8535 0.061
H 3.1463 -0.8879 -3.7615 0.168
H 0.4993 -2.4099 -3.8915 0.078
H 1.7563 -2.4679 -4.9905 0.087
H 0.8883 -1.0349 -4.9315 0.071
H 2.2703 0.4161 -2.3765 0.118
C -2.0157 -0.4659 -3.4155 -0.110
O -0.8657 0.3571 -3.4155 -0.163
H -2.1117 -0.9269 -2.4885 0.039
H -1.9577 -1.2969 -4.1545 0.111
H -2.9477 0.0571 -3.6935 0.090
H -0.0167 -0.1279 -3.4435 0.059
C -0.0017 -2.6489 4.0815 -0.114
O 0.0293 -1.2239 4.1215 -0.098
H 0.5113 -2.9069 3.1445 0.066
H -0.9957 -3.0459 4.0945 0.071
H 0.6233 -3.0889 4.8205 0.071
H -0.3897 -0.9469 3.3525 0.002


(4)
101
Properties=species:S:1:pos:R:3:lowdin_charge:R:1 method="wB97M-V/def2-TZVPD" e_homo_ev=-8.627 relative_energy_ev=0.000 e_tot_ev=-48163.5301
N -9.3580 -13.6586 -15.9757 0.275
H -9.9556 -13.6166 -15.0807 0.050
H -8.4450 -14.0193 -15.7164 0.129
H -9.2832 -12.7291 -16.3875 0.137
H -9.8493 -14.2406 -16.6491 0.138
C -11.0693 -15.2037 -13.3625 -0.262
O -10.9796 -13.9211 -13.8956 -0.429
H -10.6271 -15.9898 -13.9999 0.058
H -10.5915 -15.2294 -12.3713 0.042
H -12.1132 -15.5229 -13.2140 0.046
O -10.4363 -11.1585 -14.0102 -0.081
H -10.7009 -12.0918 -14.0566 -0.037
H -9.8304 -11.1302 -13.2615 0.013
O -13.0891 -12.8378 -15.5119 -0.081
H -13.6906 -13.5842 -15.4411 0.012
H -12.2846 -13.1498 -15.0579 -0.022
C -10.7591 -16.3718 -9.3668 -0.060
C -10.0380 -16.7113 -8.0601 -0.403
C -9.7747 -18.1909 -7.9371 -0.221
O -9.0433 -18.6704 -9.0527 -0.190
C -8.5332 -19.9527 -8.8408 -0.124
N -8.7703 -16.0034 -7.8491 0.063
H -11.2827 -17.2495 -9.7618 0.066
H -10.0733 -16.1074 -10.1780 0.045
H -11.4911 -15.5626 -9.3542 0.075
H -10.7386 -16.3882 -7.2856 0.140
H -10.7173 -18.7313 -7.7627 0.128
H -9.2021 -18.4029 -7.0268 0.119
H -9.2602 -20.7538 -9.0362 0.090
H -8.1360 -20.1614 -7.8412 0.088
H -7.7276 -20.1143 -9.5601 0.085
H -8.8647 -14.9986 -7.7478 0.042
H -8.1520 -16.2250 -8.6194 0.055
C -13.9072 -19.2285 -10.7552 -0.069
C -14.5486 -19.2815 -12.1426 -0.439
C -14.4067 -17.9329 -12.8495 -0.216
O -15.3284 -17.9406 -13.9241 -0.181
C -14.8469 -17.2811 -15.0739 -0.114
N -13.9063 -20.3286 -12.9674 0.043
H -14.5321 -18.5596 -10.1504 0.078
H -12.8888 -18.8472 -10.7857 0.066
H -14.0132 -20.1638 -10.2036 0.073
H -15.6167 -19.4918 -12.0126 0.135
H -13.3644 -17.8826 -13.1863 0.124
H -14.5992 -17.1282 -12.1333 0.120
H -13.9301 -17.6986 -15.5152 0.087
H -14.6018 -16.2361 -14.8572 0.073
H -15.6098 -17.4273 -15.8364 0.090
H -14.2967 -21.2003 -12.6383 0.069
H -14.1354 -20.0799 -13.9218 0.062
C -8.0626 -13.4858 -10.3370 -0.052
C -9.4241 -12.9961 -9.8654 -0.440
C -9.3421 -12.0096 -8.7233 -0.196
O -8.9652 -12.7115 -7.5469 -0.208
C -8.4860 -11.8531 -6.5346 -0.104
N -10.2165 -12.4581 -10.9824 0.074
H -8.1537 -14.1088 -11.2310 0.052
H -7.4721 -14.0866 -9.6472 0.072
H -7.4923 -12.5812 -10.5787 0.088
H -9.9149 -13.9138 -9.5195 0.098
H -10.2872 -11.4838 -8.5448 0.130
H -8.5781 -11.2548 -8.9529 0.123
H -7.7959 -11.0939 -6.9177 0.085
H -7.9843 -12.4698 -5.7930 0.090
H -9.3308 -11.3150 -6.0877 0.089
H -11.1995 -12.5044 -10.7435 0.084
H -10.0442 -13.1201 -11.7348 0.035
C -8.0715 -17.4537 -11.9449 -0.043
C -6.7694 -17.1084 -12.6879 -0.421
C -7.0194 -17.3798 -14.1715 -0.256
O -7.2657 -18.7365 -14.3926 -0.180
C -7.3413 -19.1097 -15.7482 -0.104
N -6.2135 -15.7875 -12.4421 0.056
H -8.2143 -18.5305 -11.8995 0.082
H -8.9263 -16.9490 -12.4039 0.061
H -8.0703 -17.0977 -10.9109 0.052
H -6.0651 -17.9273 -12.5009 0.140
H -6.2400 -16.9478 -14.8186 0.123
H -7.9124 -16.8106 -14.5107 0.110
H -6.4409 -18.8551 -16.3173 0.087
H -8.2066 -18.6274 -16.2171 0.086
H -7.4523 -20.1911 -15.7411 0.091
H -6.7879 -15.0843 -12.8979 0.059
H -6.3495 -15.6368 -11.4476 0.056
C -17.2710 -12.0586 -13.3391 -0.069
C -17.1901 -12.1981 -11.8222 -0.442
C -15.7190 -12.0127 -11.3292 -0.204
O -14.9933 -13.2074 -11.1435 -0.173
C -14.5763 -13.8310 -12.3453 -0.118
N -18.1012 -11.2855 -11.1833 0.029
H -16.4802 -12.6343 -13.8186 0.060
H -17.1934 -11.0282 -13.6912 0.080
H -18.2304 -12.4775 -13.6490 0.077
H -17.3941 -13.2569 -11.6298 0.139
H -15.8058 -11.4764 -10.3833 0.111
H -15.2100 -11.3374 -12.0299 0.125
H -14.0515 -13.1979 -13.0644 0.082
H -15.2759 -14.5143 -12.8395 0.083
H -13.8199 -14.5011 -11.9199 0.076
H -18.0115 -10.3168 -11.4599 0.073
H -18.0272 -11.2891 -10.1739 0.069